Entry 1:
19
Properties=species:S:1:pos:R:3:forces:R:3 method="wB97M-V/def2-TZVPD" e_tot_ha=-1045.09510 total_charge=0 multiplicity=1 smiles="O=[N+]([O-])/C=N/Nc1ccc(Cl)cc1" lumo_ev=-1.37 e_homo_ev=-8.373
Cl -2.856213 3.821585 -0.512848 -1.61 2.00 -0.34
O 2.429125 -4.721300 -0.452952 -1.31 1.45 0.92
O 0.297669 -4.465273 0.044379 1.25 0.06 0.16
N 0.659427 -1.721857 0.045360 -1.33 -0.47 0.07
N 1.441522 -4.033877 -0.127493 -1.48 -2.30 -1.58
N 0.971188 -0.405461 0.319583 1.57 -1.23 0.52
C -1.755062 2.632034 -0.213220 0.06 -3.02 -0.19
C 0.039160 0.636454 0.171722 0.87 0.09 0.75
C 1.559565 -2.641869 -0.106961 3.22 6.41 1.60
C -2.003731 1.338809 -0.757765 -2.74 4.02 -1.09
C 0.282565 1.905810 0.734994 0.37 -2.62 -0.60
C -1.097795 0.410891 -0.549234 0.65 -4.07 -0.54
C -0.660926 2.838395 0.589378 -1.56 2.86 -0.40
H 1.718799 -0.138734 1.000781 -0.45 -1.08 -1.11
H -0.577364 3.845634 1.018556 0.28 -0.51 -0.11
H 1.164038 2.208064 1.214261 1.27 -0.22 0.82
H -1.280363 -0.614105 -0.935007 0.33 0.81 0.24
H -2.911540 1.220562 -1.430868 1.30 -0.07 1.12
H 2.579937 -2.115762 -0.052665 -0.69 -2.12 -0.23

---

Entry 2:
17
Properties=species:S:1:pos:R:3:forces:R:3 method="wB97M-V/def2-TZVPD" e_tot_ha=-458.71290 total_charge=+1 multiplicity=1 lumo_ev=-3.59 e_homo_ev=-13.464
F -2.281292 1.818965 -1.310203 0.02 3.68 -0.80
O 0.232113 3.745696 0.989532 -0.46 -0.43 0.51
N 0.309102 -0.444405 1.690133 -0.92 1.56 0.64
N -0.937354 -0.254916 -0.538348 2.65 -5.19 -1.79
N 0.658281 2.666031 0.687205 1.96 -0.67 -1.96
C 1.277296 1.799650 0.166050 -1.31 1.36 1.07
C 0.463096 -0.512070 0.276536 -0.39 0.21 1.69
C 1.615268 0.426480 -0.224092 -1.70 -0.16 1.55
H 0.749738 -1.512224 0.138254 0.02 -1.42 -1.16
H -1.622259 -1.069572 -0.561610 1.14 1.12 0.66
H -2.278513 2.811085 -1.518675 -0.09 -3.43 0.76
H 2.500456 0.089007 0.303784 0.18 -0.06 0.04
H -1.346404 0.511104 -0.174830 -1.99 3.57 1.26
H 0.140768 0.488713 2.091863 0.48 -0.31 -0.57
H 1.782906 0.334915 -1.268801 0.09 -0.03 -0.98
H -0.702838 -0.144141 -1.531081 -0.22 0.58 0.23
H -0.321029 -1.039911 2.244671 0.55 -0.35 -1.16